A | Below is one molecule with the formula C6H14N2O, with properties calculated with ωB97M-V/def2-TZVPD.

## Properties
HOMO: -0.276 Ha
2S+1: 1
E_LUMO: 0.69 eV
gap between HOMO and LUMO: 8.190 eV
net charge: 0

Element x y z (Å)
O -2.1065 0.7148 0.9098
N -0.4959 -0.8019 -0.0689
N 0.1279 2.4931 0.6265
C 0.4507 1.2121 1.1811
C -1.0596 0.0852 1.1030
C -0.6632 -2.2337 0.1610
C -1.0217 -0.3886 -1.3690
C 1.9103 0.4397 -0.8201
C 1.2078 0.2455 0.4806
H 2.8748 0.9211 -0.6218
H 0.6316 1.2484 2.2532
H -1.7237 -2.5149 0.2056
H -0.1868 -2.5169 1.1004
H -2.0533 -0.7252 -1.5106
H -0.3977 -0.8041 -2.1630
H 1.6092 -0.5538 1.0945
H -1.0218 0.6962 -1.4329
H 1.3609 1.0847 -1.5052
H -0.1889 -2.7983 -0.6449
H 2.1042 -0.5107 -1.3184
H -0.9011 -0.5051 2.0245
H -0.8858 2.6086 0.6474
H 0.4287 2.6036 -0.3327

B | Below is C6H14N2O as an isolated structure, with properties calculated with ωB97M-V/def2-TZVPD.

## Properties
HOMO: -0.254 Ha
2S+1: 1
E_LUMO: 0.88 eV
gap between HOMO and LUMO: 7.779 eV
net charge: 0

Element x y z (Å)
O -1.2914 -1.7308 -0.8789
N 1.9339 1.8099 -1.2960
N 0.2545 -0.6812 0.9669
C -1.3159 -1.6032 0.4945
C 0.0143 2.2447 0.2822
C 0.8148 1.2827 -0.5424
C -0.5984 1.6122 -0.9466
C 1.1725 -0.1028 -0.0178
C -1.0724 -2.7844 1.2715
H -0.8250 -2.5562 -1.0762
H 1.8492 2.8098 -1.4341
H 0.4934 -1.7123 1.3423
H 0.2844 3.2922 0.2393
H -2.1036 -0.8964 0.7551
H 0.1400 -0.0888 1.7847
H -1.3691 0.8695 -0.8077
H 1.2091 -0.7980 -0.8600
H 2.1781 -0.0417 0.4113
H -0.7305 2.2338 -1.8225
H 1.9833 1.3770 -2.2128
H -1.4011 -2.7272 2.3058
H -1.2668 -3.7403 0.7919
H -0.3533 1.9314 1.2496

C | Below is a 3-piece molecular cluster, C6H14N2O overall, with properties calculated with ωB97M-V/def2-TZVPD.

## Properties
HOMO (alpha / beta): -0.247 / -0.247 Ha
2S+1: 1
E_LUMO (alpha / beta): 0.74 / 0.74 eV
gap between HOMO and LUMO (alpha / beta): 7.464 / 7.468 eV
net charge: 0

Element x y z (Å)
O -2.6901 -0.8008 -1.3573
N -0.3197 0.4202 -0.5495
N 0.6358 -1.0829 1.0675
C 1.5933 0.8601 -1.2539
C -2.7506 -1.7236 0.8193
C 2.7172 0.9921 -0.2694
C -2.1234 -1.0816 -0.1587
C -0.5822 1.4242 0.4822
C 0.0768 -0.7891 -0.1439
H -1.3773 1.0941 1.1528
H 1.2412 1.7911 -1.6875
H -0.9077 2.3395 -0.0095
H 1.7324 0.0967 -2.0149
H 2.5056 1.7482 0.4902
H -2.2685 -1.8995 1.7706
H 0.3112 1.6475 1.0734
H 0.3290 -0.5638 1.8758
H 3.6504 1.3005 -0.7609
H 2.9181 0.0479 0.2416
H -3.7559 -2.1202 0.6930
H -2.1134 -0.1515 -1.7857
H 0.3216 -1.5011 -0.9267
H 0.8561 -2.0482 1.2519

Which is the most stable structure? A is the most stable.